{"formula": "H4OS", "method": "ωB97M-V/def2-TZVPD", "charge": 0, "homo_energy_ev": -9.4, "smiles": "O.S", "energy_ev": -12947.4455, "de_lowest_kcal_mol": 0.76, "elements": ["S", "O", "H", "H", "H", "H"], "coordinates": [[2.1216, 0.6816, 0.3598], [-1.2910, -0.2232, -0.4066], [0.9148, 0.6967, -0.1943], [1.9383, -0.5815, 0.8199], [-1.9472, 0.4674, -0.3431], [-1.7364, -1.0409, -0.2356]]}